A molecular structure, C29H24BCuF4NO2Te, computed with wB97M-V/def2-TZVPD.

Element x y z (Å)
Cu (0.6765, 0.0372, -0.1850)
C (-3.0881, 0.7936, -6.0310)
C (-2.3913, 0.9536, -4.7043)
C (-1.9012, 2.1810, -4.2748)
C (-1.2228, 2.3381, -3.0790)
C (-0.6685, 3.6756, -2.7524)
O (0.4258, 3.8549, -2.2663)
C (-1.5181, 4.8922, -3.0712)
C (-0.8656, 6.1004, -3.2990)
C (-1.5886, 7.2552, -3.5471)
C (-2.9780, 7.2188, -3.5493)
C (-3.6364, 6.0219, -3.3081)
C (-2.9085, 4.8617, -3.0786)
C (-1.0082, 1.2284, -2.1853)
O (-0.4162, 1.4122, -1.0792)
C (-1.5615, -0.0391, -2.6159)
C (-2.2041, -0.1221, -3.8550)
C (-1.4527, -1.2735, -1.8229)
N (-0.7808, -1.3559, -0.7308)
C (-0.7508, -2.5913, 0.0528)
C (-1.9406, -2.7109, 0.9969)
Te (-2.1009, -1.1009, 2.4039)
C (-3.3159, 0.1504, 1.2207)
C (-4.6100, -0.2359, 0.8785)
C (-5.3948, 0.5842, 0.0796)
C (-4.8987, 1.8041, -0.3636)
C (-3.6192, 2.1988, -0.0043)
C (-2.8248, 1.3723, 0.7802)
C (-2.1592, -2.4883, -2.3665)
C (-1.4415, -3.5106, -2.9754)
C (-2.0942, -4.6380, -3.4561)
C (-3.4707, -4.7541, -3.3289)
C (-4.1943, -3.7307, -2.7304)
C (-3.5419, -2.6020, -2.2574)
H (-3.1545, 1.7502, -6.5509)
H (-4.1051, 0.4122, -5.9099)
H (-2.5565, 0.0993, -6.6863)
H (-2.0309, 3.0471, -4.9174)
H (0.2162, 6.1089, -3.2667)
H (-1.0702, 8.1881, -3.7310)
H (-3.5454, 8.1217, -3.7381)
H (-4.7188, 5.9892, -3.3009)
H (-3.4227, 3.9270, -2.8955)
H (-2.5827, -1.0844, -4.1791)
H (0.1624, -2.5629, 0.6478)
H (-0.6975, -3.4865, -0.5737)
H (-1.8445, -3.6127, 1.6023)
H (-2.8877, -2.7629, 0.4622)
H (-5.0060, -1.1790, 1.2374)
H (-6.3961, 0.2728, -0.1939)
H (-5.5085, 2.4418, -0.9919)
H (-3.2168, 3.1391, -0.3578)
H (-1.8085, 1.6638, 1.0050)
H (-0.3666, -3.4189, -3.0795)
H (-1.5229, -5.4264, -3.9295)
H (-3.9785, -5.6356, -3.6995)
H (-5.2707, -3.8078, -2.6376)
H (-4.1002, -1.7921, -1.8065)
F (2.3489, -0.3598, 0.7625)
B (3.5565, -1.1395, 0.4239)
F (3.1190, -2.2239, -0.3385)
F (4.1182, -1.5519, 1.6234)
F (4.4030, -0.3146, -0.2942)

## Properties
Total charge: -1
Relative energy (zero: lowest compared OMol25 entry of this formula, charge and spin), kcal per mole: 16.58
Highest occupied orbital energy, eV: -4.79
Multiplicity: 1
HOMO-LUMO gap, hartree: 0.2570

Here are the Löwdin charges for atoms 1 to 6, given in e:
1. Cu 0.461
2. C -0.065
3. C -0.276
4. C -0.009
5. C -0.080
6. C -0.304